# H14LiO7

A structure of composition H14LiO7 (ωB97M-V/def2-TZVPD, the Open Molecules 2025 dataset).

Structure (XYZ):
```
22
Properties=species:S:1:pos:R:3:forces:R:3:lowdin_charge:R:1
O -7.921270 -4.795280 3.086480 3.3 0.7 -2.2 -0.132
O -8.498800 -2.659700 2.837970 1.3 2.5 -1.8 -0.065
O -9.930610 -3.666670 4.191210 -4.5 0.7 -0.1 -0.098
O -8.687560 -6.632460 3.630110 -1.8 -3.3 -0.4 -0.080
O -7.350660 -5.843050 5.441660 1.8 -1.6 1.6 -0.089
O -9.852270 -5.448170 5.472110 -2.6 -2.0 3.0 -0.085
O -7.973140 -3.704500 5.255450 3.5 5.8 3.9 -0.107
Li -8.621470 -4.859210 4.611090 -1.1 -4.3 -2.7 0.513
H -7.383280 -5.537860 2.811960 -0.2 0.0 -0.3 0.099
H -7.290670 -4.105390 3.292930 0.6 0.4 -1.3 0.064
H -7.964170 -3.531050 6.196760 0.3 0.1 0.4 0.119
H -7.367710 -6.695250 5.877190 0.1 -0.3 0.3 0.092
H -9.280790 -2.140710 2.649920 0.2 0.5 0.0 0.065
H -7.339500 -3.086260 4.891440 0.1 0.8 0.0 0.112
H -9.876510 -4.779120 6.156220 -0.3 -0.1 0.6 0.085
H -6.439320 -5.729630 5.171810 0.5 0.1 0.1 0.097
H -8.018770 -7.212410 3.994270 0.0 -0.4 -0.1 0.071
H -8.777260 -3.276650 3.514780 0.1 1.4 -0.8 -0.089
H -9.511000 -6.957190 3.994430 -0.3 -0.6 -0.4 0.072
H -10.576110 -3.573690 4.891870 -0.3 0.2 0.0 0.116
H -10.446180 -3.642100 3.385100 -0.5 -0.2 -0.4 0.129
H -10.124020 -6.252820 5.913610 -0.1 -0.3 0.4 0.110
```
Forces are in eV/Å.

Output
**Maximum force**: 7.8 eV/Å
**Total charge**: +1
**LUMO level**: -3.75 eV
**Orbital gap**: 9.995 eV
**HOMO**: -13.75 eV
**ΔE to the lowest compared entry with this formula, charge and spin**: 7.259 eV
**Total energy**: -14754.7590 eV

***

# H14NO5

A cluster of 6 separate species, H14NO5 in total (ωB97M-V/def2-TZVPD, the Open Molecules 2025 dataset).

Structure (XYZ):
```
20
Properties=species:S:1:pos:R:3:forces:R:3:lowdin_charge:R:1
O 1.383761 -2.032785 -3.450378 -0.9 0.3 0.5 -0.036
O -2.772828 1.147681 1.250817 -1.0 0.1 0.0 -0.052
O -0.131270 -2.464715 0.529454 0.1 0.3 0.1 -0.036
O 1.130471 3.104462 1.895530 0.0 -0.6 -0.2 -0.057
O 0.727375 0.062166 -1.636562 0.1 0.2 -0.5 -0.066
N -0.048467 0.346418 0.972206 -0.7 -2.3 1.8 0.265
H 0.231680 0.705277 1.887416 0.7 1.1 -0.8 0.129
H -0.745055 -2.956683 1.081539 0.0 -0.2 -0.1 0.064
H 0.449766 3.560817 2.401868 0.3 0.0 0.2 0.047
H 0.383599 -0.599407 0.885704 -0.1 0.6 -0.5 0.103
H -3.604080 0.673268 1.401067 0.3 -0.4 0.2 0.065
H -1.023734 0.107085 1.198522 -0.2 0.5 -0.9 0.096
H 1.737325 2.664120 2.508549 -0.2 0.5 0.0 0.048
H 0.018319 0.863695 0.096927 0.4 0.3 0.2 0.108
H 1.875920 -2.762219 -3.065777 0.5 0.1 -0.5 0.063
H -0.194531 -2.822038 -0.360896 -0.1 -0.1 0.0 0.061
H -3.163063 1.989796 0.978967 0.6 0.3 -0.1 0.064
H 1.060631 0.722136 -2.258262 -0.1 0.2 0.3 0.062
H 1.866185 -1.566956 -4.135515 0.5 -0.4 -0.1 0.064
H 0.817989 -0.742110 -2.181170 0.0 -0.2 0.1 0.007
```
Forces are in eV/Å.

Output
**Maximum force**: 3.1 eV/Å
**Total charge**: +1
**LUMO level**: -2.90 eV
**Orbital gap**: 12.044 eV
**HOMO**: -14.94 eV
**ΔE to the lowest compared entry with this formula, charge and spin**: 1.072 eV
**Total energy**: -11949.3498 eV

***

# H14NO5

A cluster of 6 separate species, H14NO5 in total (ωB97M-V/def2-TZVPD, the Open Molecules 2025 dataset).

Structure (XYZ):
```
20
Properties=species:S:1:pos:R:3:forces:R:3:lowdin_charge:R:1
O -4.323105 3.623299 0.685192 -0.1 0.1 0.1 -0.067
O 0.975040 -0.266638 2.193224 -0.2 0.7 0.7 -0.053
O -0.404242 -2.734833 1.649047 0.0 0.0 -0.1 -0.056
O -0.504026 -1.519427 -0.836639 -0.1 -0.3 -0.4 -0.046
O 3.203927 0.300882 -2.629588 -0.1 -0.1 0.1 -0.035
N 0.892628 0.747007 -1.096656 -0.4 -0.9 -0.2 0.278
H 0.313736 -2.145806 1.925294 -0.1 0.1 0.0 0.011
H 0.249251 0.361377 2.338606 -0.2 -0.3 -0.4 0.067
H -0.327823 -2.164358 -1.531020 -0.1 0.0 -0.1 0.081
H 0.297479 1.335834 -1.683000 0.2 0.1 0.4 0.154
H -0.198025 -3.601676 2.010728 -0.1 0.0 0.0 0.063
H 1.791207 0.573568 -1.575592 0.3 0.3 -0.1 0.076
H 0.399869 -0.188652 -0.976314 -0.1 0.2 0.0 0.073
H -5.128477 3.981858 1.083434 0.2 -0.1 -0.1 0.042
H 1.030293 1.093803 -0.154962 0.1 0.4 0.0 0.122
H -0.832855 -2.057287 -0.093579 0.3 0.1 0.4 0.043
H 1.371627 -0.196693 3.078065 0.4 -0.4 -0.3 0.075
H 3.599954 -0.571925 -2.533170 0.1 0.0 -0.1 0.072
H -4.368288 2.676621 0.843479 -0.1 0.0 0.0 0.025
H 3.913686 0.875412 -2.934487 0.0 0.1 0.0 0.076
```
Forces are in eV/Å.

Output
**Maximum force**: 1.1 eV/Å
**Total charge**: +1
**LUMO level**: -3.11 eV
**Orbital gap**: 10.531 eV
**HOMO**: -13.64 eV
**ΔE to the lowest compared entry with this formula, charge and spin**: 0.876 eV
**Total energy**: -11949.5460 eV

***

# H14O6S2

A cluster of 7 separate species, H14O6S2 in total (ωB97M-V/def2-TZVPD, the Open Molecules 2025 dataset).

Structure (XYZ):
```
22
Properties=species:S:1:pos:R:3:forces:R:3:lowdin_charge:R:1
S 3.561316 0.896480 -1.024988 -0.8 -0.2 0.3 0.273
S 2.007803 1.849600 0.001852 0.8 0.1 -0.6 0.305
O -0.217992 -0.862635 1.903356 -0.5 0.1 0.4 -0.042
O 0.965386 4.388602 -1.139147 -0.4 0.3 -0.8 -0.124
O -0.315528 0.168442 -0.506863 -0.7 0.1 0.6 -0.158
O -1.444549 -4.169911 1.861885 -0.2 0.8 -0.3 -0.067
O -3.708774 1.147845 -1.187882 -0.3 0.0 -0.1 -0.052
O 0.859998 -2.493066 -0.038671 0.6 0.4 0.8 -0.056
H -3.494059 0.438878 -1.795396 -0.1 -0.2 -0.2 0.029
H 1.175723 4.244281 -2.079225 0.0 0.2 0.6 0.051
H -0.254164 -0.040512 0.464287 -0.1 -0.1 -0.8 -0.014
H 0.314670 -1.767384 -0.375612 0.0 -0.5 -0.5 0.007
H 0.173083 -0.325627 2.591484 0.2 0.0 0.3 0.069
H 0.686552 -3.351609 -0.417854 -0.5 0.1 -0.4 0.043
H -2.859233 1.362425 -0.810732 0.4 0.1 0.3 0.003
H -1.680196 -3.716191 2.680509 0.0 -0.2 0.0 0.034
H 0.126548 -1.757208 1.979746 0.3 -0.2 -0.2 0.045
H 1.806958 4.548170 -0.708464 0.2 0.0 0.0 0.011
H -0.249475 1.130662 -0.497659 -0.1 -0.4 -0.3 -0.036
H 3.014231 -0.350832 -1.026072 0.2 0.4 0.0 -0.202
H 1.198574 2.159457 -1.061476 0.8 -0.2 0.6 -0.157
H -1.666867 -3.499876 1.186926 0.2 -0.5 0.3 0.038
```
Forces are in eV/Å.

Output
**Maximum force**: 1.0 eV/Å
**LUMO level**: 0.08 eV
**Structure (SMILES)**: SS.O.O.O.O.O.O
**Orbital gap**: 9.530 eV
**HOMO**: -9.45 eV
**ΔE to the lowest compared entry with this formula, charge and spin**: 1.380 eV
**Total energy**: -34182.2429 eV

***

# H14O7

A cluster of 7 separate species, H14O7 in total (ωB97M-V/def2-TZVPD, the Open Molecules 2025 dataset).

Structure (XYZ):
```
21
Properties=species:S:1:pos:R:3:forces:R:3:lowdin_charge:R:1
O -0.931533 0.695954 -1.704672 0.0 0.2 -0.3 -0.049
O 1.507120 -2.865496 0.626387 0.4 -0.1 -0.3 -0.059
O 0.132567 -0.372907 0.426724 0.4 0.0 0.2 -0.044
O -4.757165 -2.276217 0.152711 -0.1 -0.1 -0.1 -0.063
O 4.760350 -0.416498 -1.708742 0.0 0.0 0.2 -0.065
O 0.910692 1.869259 3.727468 0.2 0.1 -0.1 -0.060
O -1.937926 3.482803 -1.233493 0.2 0.1 0.1 -0.058
H 2.332143 -3.248604 0.307707 -0.1 -0.1 0.1 0.031
H 0.715466 -0.202695 -0.321773 0.2 -0.2 0.4 0.025
H 5.059196 -0.980307 -0.986385 0.0 0.0 -0.1 0.033
H 5.127369 0.449373 -1.497666 0.0 -0.1 -0.1 0.034
H -5.353239 -2.187771 -0.599528 0.1 0.1 0.1 0.031
H -1.756473 2.537611 -1.285219 -0.2 0.0 -0.2 -0.012
H -1.146799 3.893861 -1.599742 -0.1 0.0 0.0 0.033
H 0.784002 1.810206 2.773816 -0.1 -0.1 0.1 0.023
H 1.860810 1.757842 3.845163 -0.1 0.0 0.0 0.031
H -0.213947 0.964407 -1.119871 -0.1 0.4 -0.2 0.029
H -0.562779 -0.040226 -2.205721 -0.2 0.1 -0.2 0.070
H -0.752591 -0.237327 0.070210 -0.2 -0.2 0.1 0.041
H -4.820273 -3.207304 0.393721 0.1 0.1 0.0 0.032
H 1.254278 -2.244236 -0.065781 -0.2 -0.1 0.3 -0.001
```
Forces are in eV/Å.

Output
**Maximum force**: 0.5 eV/Å
**LUMO level**: -0.16 eV
**Structure (SMILES)**: O.O.O.O.O.O.O
**Orbital gap**: 11.113 eV
**HOMO**: -11.27 eV
**ΔE to the lowest compared entry with this formula, charge and spin**: 2.587 eV
**Total energy**: -14558.8748 eV

***

# H14O7

A cluster of 7 separate species, H14O7 in total (ωB97M-V/def2-TZVPD, the Open Molecules 2025 dataset).

Structure (XYZ):
```
21
Properties=species:S:1:pos:R:3:forces:R:3:lowdin_charge:R:1
O 3.268397 -1.295782 -1.980728 -0.6 0.0 -1.1 -0.054
O -0.004309 2.969393 -0.124356 -2.1 1.6 -1.6 -0.100
O 2.292617 -3.506736 -0.723228 -0.8 -0.5 -0.2 -0.076
O -0.348000 3.323214 2.500235 1.7 3.3 0.6 -0.059
O -3.347821 -2.562597 -0.518930 0.8 0.4 -0.4 -0.072
O -2.000958 0.909676 1.346056 1.2 2.0 0.1 -0.076
O -0.104861 -0.038832 -0.445696 1.8 0.8 2.0 -0.081
H -2.468403 -2.646583 -0.954253 -1.1 -0.2 0.6 0.047
H -0.401445 2.403431 2.630092 0.2 -1.8 0.6 0.002
H 0.577956 0.515820 0.066316 -1.6 -1.1 -1.3 0.072
H 1.546568 -3.554823 -1.351952 0.7 0.0 0.4 0.044
H -3.733329 -3.432427 -0.388574 0.3 -0.1 -0.2 0.024
H -0.284770 3.487210 0.639868 0.7 -0.2 1.0 -0.013
H -0.674235 3.415895 -0.735945 1.5 -1.4 0.3 0.093
H -1.150627 0.456869 1.397401 -0.4 -0.7 -0.2 0.003
H 3.642909 -0.984203 -2.818768 0.0 0.0 0.6 0.048
H 0.127917 0.149719 -1.343815 0.2 0.1 -0.9 0.023
H 2.089531 -2.718103 -0.214251 0.0 0.1 0.0 0.014
H 0.511570 3.709529 2.879259 -2.0 -1.4 -0.7 0.114
H 3.810200 -0.980121 -1.272264 0.7 0.3 0.4 0.023
H -1.634372 1.791097 1.040060 -1.1 -1.3 0.1 0.024
```
Forces are in eV/Å.

Output
**Maximum force**: 3.8 eV/Å
**LUMO level**: 0.23 eV
**Structure (SMILES)**: O.O.O.O.O.O.O
**Orbital gap**: 10.945 eV
**HOMO**: -10.71 eV
**ΔE to the lowest compared entry with this formula, charge and spin**: 2.747 eV
**Total energy**: -14558.7144 eV

***

The highest maximum force belongs to which entry?
H14LiO7

***

Which value of total energy does entry 5 give?
-14558.8748 eV

***

Look up the orbital gap of the fourth one.
9.530 eV

***

Copy entry 3 word for word.
# H14NO5

A cluster of 6 separate species, H14NO5 in total (ωB97M-V/def2-TZVPD, the Open Molecules 2025 dataset).

Structure (XYZ):
```
20
Properties=species:S:1:pos:R:3:forces:R:3:lowdin_charge:R:1
O -4.323105 3.623299 0.685192 -0.1 0.1 0.1 -0.067
O 0.975040 -0.266638 2.193224 -0.2 0.7 0.7 -0.053
O -0.404242 -2.734833 1.649047 0.0 0.0 -0.1 -0.056
O -0.504026 -1.519427 -0.836639 -0.1 -0.3 -0.4 -0.046
O 3.203927 0.300882 -2.629588 -0.1 -0.1 0.1 -0.035
N 0.892628 0.747007 -1.096656 -0.4 -0.9 -0.2 0.278
H 0.313736 -2.145806 1.925294 -0.1 0.1 0.0 0.011
H 0.249251 0.361377 2.338606 -0.2 -0.3 -0.4 0.067
H -0.327823 -2.164358 -1.531020 -0.1 0.0 -0.1 0.081
H 0.297479 1.335834 -1.683000 0.2 0.1 0.4 0.154
H -0.198025 -3.601676 2.010728 -0.1 0.0 0.0 0.063
H 1.791207 0.573568 -1.575592 0.3 0.3 -0.1 0.076
H 0.399869 -0.188652 -0.976314 -0.1 0.2 0.0 0.073
H -5.128477 3.981858 1.083434 0.2 -0.1 -0.1 0.042
H 1.030293 1.093803 -0.154962 0.1 0.4 0.0 0.122
H -0.832855 -2.057287 -0.093579 0.3 0.1 0.4 0.043
H 1.371627 -0.196693 3.078065 0.4 -0.4 -0.3 0.075
H 3.599954 -0.571925 -2.533170 0.1 0.0 -0.1 0.072
H -4.368288 2.676621 0.843479 -0.1 0.0 0.0 0.025
H 3.913686 0.875412 -2.934487 0.0 0.1 0.0 0.076
```
Forces are in eV/Å.

Output
**Maximum force**: 1.1 eV/Å
**Total charge**: +1
**LUMO level**: -3.11 eV
**Orbital gap**: 10.531 eV
**HOMO**: -13.64 eV
**ΔE to the lowest compared entry with this formula, charge and spin**: 0.876 eV
**Total energy**: -11949.5460 eV